ORCA calculation (wB97M-V/def2-TZVPD) on C5H12O as an isolated structure at a distorted geometry.

Results
Energy (a.u.): -272.5155
Relative energy (zero: lowest compared OMol25 entry of this formula, charge and spin) (kcal per mole): 63.8
Expectation value of S²: 0.75

Structure (ORCA input):
```
! wB97M-V def2-TZVPD RIJCOSX def2/J DEFGRID3
* xyz 1 2
C 0.05 2.00 -0.18
C -0.77 0.98 0.62
C 0.18 0.02 1.31
C 0.53 -1.24 0.84
C -0.23 -2.16 -0.06
H 0.37 1.64 -1.17
H -0.51 2.91 -0.39
H 0.91 2.34 0.39
H -1.49 1.40 1.29
H -1.34 0.33 -0.06
H 0.76 0.34 2.17
H 0.96 -0.25 0.25
H 1.23 -1.75 1.49
H -0.37 -1.72 -1.04
H 0.26 -3.12 -0.20
H 0.60 0.33 -3.23
H -1.20 -2.34 0.40
O 0.05 0.29 -2.41
*
```